(A)
{"formula": "C3H4N2OS", "method": "ωB97M-V/def2-TZVPD", "species": ["C", "C", "C", "N", "N", "O", "S", "H", "H", "H", "H"], "xyz": [[0.42, -0.45, 0.39], [0.37, 1.01, 0.32], [-1.11, -0.82, -0.04], [-0.75, 1.48, -0.10], [-1.60, 0.44, -0.24], [-1.86, -1.78, -0.05], [2.68, -0.43, -0.12], [0.68, -0.94, 1.32], [1.20, 1.67, 0.46], [-2.55, 0.62, -0.52], [2.53, -0.79, -1.40]], "lowdin_charge": [-0.16, -0.29, -0.38, 0.06, 0.02, 0.06, 0.60, 0.07, 0.07, 0.16, -0.22], "spin_multiplicity": 1, "mol_weight_g_mol": 116.1, "e_lumo_ev": -1.792, "charge": 0, "e_homo_ev": -9.32}

=====

(B)
{"formula": "C3H4N2OS", "method": "ωB97M-V/def2-TZVPD", "species": ["C", "C", "C", "N", "N", "O", "S", "H", "H", "H", "H"], "xyz": [[0.10, 0.63, -0.81], [-1.34, 0.48, -0.71], [-0.52, -0.78, 0.91], [0.56, -0.08, 0.18], [-1.65, -0.42, 0.15], [2.99, 0.41, -0.28], [2.11, -0.43, 0.47], [0.51, 1.36, -1.46], [-2.22, 0.80, -1.22], [-0.12, -1.80, 0.90], [-0.42, -0.19, 1.86]], "lowdin_charge": [-0.11, -0.11, -0.21, -0.43, 0.03, -0.55, 0.88, 0.11, 0.11, 0.13, 0.15], "spin_multiplicity": 1, "mol_weight_g_mol": 116.1, "e_lumo_ev": [-0.412, -0.606], "charge": 0, "e_homo_ev": [-7.73, -7.36]}

=====

(C)
{"formula": "C3H4N2OS", "method": "ωB97M-V/def2-TZVPD", "species": ["O", "C", "N", "N", "C", "C", "S", "H", "H", "H", "H"], "xyz": [[1.90, 1.91, 0.32], [1.19, 0.97, 0.01], [1.58, -0.12, -0.58], [0.88, -1.23, -0.26], [-0.15, -0.88, 0.42], [-0.23, 0.59, 0.56], [-1.96, 0.80, -0.18], [2.32, -0.30, -1.20], [-0.95, -1.50, 0.79], [-0.46, 0.99, 1.48], [-1.53, 0.56, -1.41]], "lowdin_charge": [0.09, -0.46, 0.04, 0.07, -0.25, -0.44, 0.78, 0.15, 0.10, 0.06, -0.14], "smiles": "O=C1NN=C[C@@H]1S", "spin_multiplicity": 1, "mol_weight_g_mol": 116.1, "e_lumo_ev": 0.071, "charge": 0, "e_homo_ev": -9.26}

=====

(C) is the most stable structure; the next one sits 1.241 eV above it.